The following is a DFT calculation (ωB97M-V with the def2-TZVPD basis set) of C12H11IN5ReS as an isolated structure.

Each line ends with the Löwdin charge.
Atoms and positions in Å:
1 Re -0.404 -0.378 -0.700  1.1341
2 N -4.631 -0.231 -1.260  0.1595
3 C -3.356 0.058 -1.070  -0.7070
4 S -2.166 -1.111 -1.797  0.7233
5 N -2.972 1.124 -0.426  0.0459
6 N -1.605 1.198 -0.420  -0.2431
7 C -1.039 2.359 -0.384  0.0163
8 C 0.400 2.388 -0.679  -0.2210
9 C 1.116 3.562 -0.788  0.0565
10 C 2.431 3.501 -1.255  0.0479
11 C 2.978 2.277 -1.608  0.0177
12 C 2.205 1.135 -1.474  -0.0638
13 N 0.953 1.170 -0.996  -0.1024
14 H -4.926 -1.021 -1.815  0.1239
15 H -5.341 0.404 -0.915  0.1492
16 H -1.628 3.264 -0.266  0.1641
17 H 0.655 4.510 -0.548  0.1469
18 H 3.007 4.411 -1.363  0.1465
19 H 3.980 2.203 -2.004  0.1388
20 H 2.575 0.158 -1.763  0.1316
21 I 2.987 -1.943 4.037  1.5592
22 C 1.566 -2.403 2.674  -0.6550
23 C 0.967 -3.676 2.701  -0.0396
24 C -0.010 -3.940 1.766  0.0386
25 C -0.359 -2.951 0.858  -0.0331
26 N 0.224 -1.723 0.818  -0.1101
27 C 1.172 -1.448 1.713  -0.1404
28 H 1.258 -4.421 3.432  0.1366
29 H -0.514 -4.896 1.732  0.1526
30 H -1.136 -3.119 0.124  0.1076
31 H 1.614 -0.460 1.676  0.1185

Calculated values
LUMO level (spin up / spin down)	-11.352 / -14.372	eV
expectation value of S²	0.77
HOMO energy (spin up / spin down)	-0.6493 / -0.6490	hartree
HOMO-LUMO gap (spin up / spin down)	0.2321 / 0.1208	Eh
total charge	+3
2S+1	2

---

The following is a DFT calculation (ωB97M-V with the def2-TZVPD basis set) of C28H50FN3NbO13P2 as an isolated structure in a non-equilibrium geometry.

Each line ends with the Löwdin charge.
Atoms and positions in Å:
1 C -0.081 1.995 5.983  -0.0878
2 C 1.080 0.870 6.013  -0.2984
3 O 1.916 0.884 4.825  -0.2774
4 P 1.373 -0.339 3.739  0.7106
5 O -0.168 -0.207 3.733  -0.3333
6 C 2.094 0.100 2.066  -0.3067
7 C 1.452 1.493 1.513  -0.3668
8 Nb -0.167 1.059 -0.073  1.8017
9 F -0.542 -0.793 0.812  -0.4706
10 C 0.049 3.104 -1.023  -0.3584
11 C 0.993 4.104 -0.236  -0.3338
12 N 2.214 4.420 -0.624  0.0275
13 C -1.739 0.566 -1.666  -0.2889
14 C -3.002 -0.258 -1.116  -0.3913
15 O -2.956 -1.593 -1.730  -0.1271
16 C -4.425 0.441 -1.394  -0.2180
17 N -5.175 0.818 -0.157  -0.0270
18 C 1.553 0.212 -1.372  -0.3418
19 C 1.559 -1.286 -1.520  -0.1013
20 C 2.674 -1.966 -2.319  -0.0532
21 C 3.667 -0.934 -2.864  -0.0738
22 C 3.428 0.533 -2.612  -0.1621
23 N 2.418 1.210 -1.889  -0.0016
24 P -1.976 2.062 1.480  0.5212
25 O -2.735 0.989 2.285  -0.4220
26 O -1.309 3.237 2.572  -0.3104
27 O -3.137 2.966 0.554  -0.2959
28 O 1.708 -1.919 4.280  -0.2501
29 C 2.710 -2.591 3.484  -0.3025
30 C 4.221 -2.116 3.834  -0.0892
31 H -1.062 1.410 5.849  0.0810
32 H 0.032 2.684 5.074  0.0724
33 H -0.148 2.579 6.955  0.0602
34 H 1.734 1.087 6.918  0.1072
35 H 0.661 -0.185 6.155  0.1066
36 H 3.231 0.280 2.127  0.0809
37 H 1.972 -0.748 1.302  0.0571
38 H 2.324 2.009 0.962  0.0408
39 H 1.086 2.150 2.366  0.0276
40 H 0.381 3.032 -2.123  0.0565
41 H -0.999 3.589 -1.051  0.0349
42 H 0.624 4.575 0.729  0.0923
43 H 2.404 3.900 -1.495  0.0110
44 H -1.236 0.079 -2.567  0.0445
45 H -2.137 1.587 -2.028  0.0371
46 H -2.933 -0.429 0.006  0.1002
47 H -3.468 -1.617 -2.569  0.0465
48 H -4.372 1.332 -2.108  0.1068
49 H -5.071 -0.343 -1.932  0.0880
50 H -4.799 0.361 0.684  0.0488
51 H -6.149 0.502 -0.227  0.0501
52 H 0.742 -1.910 -1.042  0.0843
53 H 2.809 -3.077 -2.482  0.0938
54 H 4.575 -1.272 -3.456  0.0872
55 H 4.202 1.240 -3.087  0.0938
56 H -1.902 3.341 3.346  0.0489
57 H -2.767 3.877 0.524  0.0336
58 H 2.679 -3.697 3.805  0.1196
59 H 2.501 -2.599 2.363  0.1087
60 H 4.396 -1.021 3.594  0.0625
61 H 4.984 -2.818 3.343  0.0778
62 H 4.331 -2.284 4.968  0.0821
63 O 4.955 2.456 2.764  0.1094
64 C 4.736 3.564 3.176  -0.4710
65 O 5.136 4.013 4.399  0.0213
66 C 4.620 5.331 4.614  -0.1745
67 C 4.340 5.879 3.233  -0.1674
68 C 3.957 4.634 2.459  -0.0878
69 H 3.715 5.256 5.223  0.1262
70 H 5.358 5.931 5.150  0.1197
71 H 3.571 6.654 3.225  0.1166
72 H 5.254 6.307 2.811  0.1169
73 H 2.890 4.414 2.542  0.1271
74 H 4.255 4.703 1.414  0.1171
75 O 2.746 -2.693 -5.649  0.1087
76 C 1.554 -2.853 -5.646  -0.4758
77 O 0.779 -2.776 -4.532  0.0149
78 C -0.570 -3.126 -4.864  -0.1538
79 C -0.686 -2.893 -6.353  -0.1653
80 C 0.711 -3.210 -6.842  -0.0854
81 H -0.735 -4.174 -4.592  0.1274
82 H -1.262 -2.501 -4.296  0.1242
83 H -1.464 -3.497 -6.824  0.1144
84 H -0.913 -1.841 -6.546  0.1234
85 H 0.835 -4.273 -7.061  0.1307
86 H 0.982 -2.605 -7.707  0.1262
87 O -5.278 -2.263 -2.912  0.0966
88 C -5.674 -3.382 -2.722  -0.4451
89 O -6.902 -3.678 -2.220  0.0397
90 C -7.005 -5.092 -2.019  -0.1650
91 C -5.969 -5.701 -2.937  -0.1680
92 C -4.886 -4.643 -2.953  -0.0742
93 H -6.806 -5.309 -0.965  0.1304
94 H -8.015 -5.425 -2.263  0.1243
95 H -5.622 -6.681 -2.604  0.1171
96 H -6.386 -5.816 -3.942  0.1187
97 H -4.176 -4.773 -2.133  0.1419
98 H -4.368 -4.612 -3.911  0.1263

Calculated values
LUMO level	1.472	eV
HOMO energy	-0.1778	hartree
HOMO-LUMO gap	0.2319	Eh
total charge	-1

---

The following is a DFT calculation (ωB97M-V with the def2-TZVPD basis set) of CHClN3O4 as an isolated structure in a non-equilibrium geometry.

Each line ends with the Löwdin charge.
Atoms and positions in Å:
1 C -0.952 2.216 -0.359  -0.6982
2 N 1.229 -1.430 -0.103  0.0241
3 N 0.660 -0.737 -0.945  -0.0161
4 N 1.828 -1.453 0.946  -0.1024
5 O 0.062 2.236 0.158  0.0937
6 O -1.881 2.377 -1.007  0.1468
7 O 2.469 -2.395 1.450  -0.1221
8 O -0.686 -0.869 -1.056  -0.1758
9 Cl -1.535 0.342 1.267  -0.0139
10 H -1.192 -0.287 -0.350  -0.1361

Calculated values
LUMO level (spin up / spin down)	2.943 / 2.941	eV
HOMO energy (spin up / spin down)	-0.1986 / -0.1985	hartree
HOMO-LUMO gap (spin up / spin down)	0.3067 / 0.3066	Eh
total charge	-1

---

The following is a DFT calculation (ωB97M-V with the def2-TZVPD basis set) of a 3-piece molecular cluster, C25H35BBr2N2O8S overall.

Each line ends with the Löwdin charge.
Atoms and positions in Å:
1 C 2.154 2.005 3.326  0.1233
2 C 1.390 1.871 2.410  -0.1217
3 C 0.382 1.743 1.357  -0.1142
4 C -0.710 0.733 1.621  -0.0521
5 C -1.413 0.633 2.820  -0.1911
6 O -1.092 1.503 3.830  -0.0614
7 N -1.900 2.779 3.661  0.0990
8 O -1.206 3.671 3.516  0.1498
9 C -2.418 -0.319 3.050  0.0611
10 B -3.081 -0.385 4.498  -0.6255
11 O -3.514 0.730 5.167  0.1625
12 O -3.237 -1.608 5.106  0.1804
13 C -2.807 -1.196 2.024  -0.1150
14 C -3.934 -2.190 2.173  -0.1117
15 C -5.280 -1.547 2.552  -0.2368
16 C -5.601 -0.273 1.774  -0.5391
17 S -6.705 0.853 2.697  0.7165
18 C -2.116 -1.093 0.834  -0.0583
19 C -1.088 -0.176 0.651  -0.0067
20 C -0.576 -0.360 -0.742  -0.3248
21 O -0.067 0.464 -1.436  0.1244
22 N -0.992 -1.695 -1.147  0.0169
23 C -0.062 -2.744 -1.024  -0.6586
24 Br -0.516 -4.072 0.283  0.8652
25 C 1.063 -2.912 -1.706  -0.7471
26 C 2.076 -3.994 -1.518  -0.1705
27 Br 1.506 -1.711 -3.097  0.8307
28 C -2.262 -1.861 -0.429  -0.4084
29 O -3.203 -2.426 -0.891  0.1532
30 H 2.977 1.870 3.985  0.0303
31 H -0.084 2.725 1.231  0.1295
32 H 0.888 1.512 0.425  0.1123
33 H -3.080 0.779 6.025  0.1200
34 H -2.610 -2.235 4.730  0.1085
35 H -4.056 -2.695 1.220  0.1067
36 H -3.655 -2.945 2.906  0.1217
37 H -5.344 -1.394 3.628  0.0856
38 H -6.059 -2.275 2.324  0.1179
39 H -6.142 -0.487 0.856  0.0719
40 H -4.715 0.306 1.531  0.0590
41 H -6.098 0.766 3.884  -0.1597
42 H 3.067 -3.557 -1.637  0.0561
43 H 1.981 -4.749 -2.297  0.0886
44 H 2.034 -4.431 -0.527  0.0375
45 C -0.024 4.034 -6.493  -0.0810
46 C 0.550 2.643 -6.704  -0.2862
47 O 0.624 1.863 -5.527  -0.1615
48 C -0.605 1.605 -4.868  -0.2786
49 C -1.619 0.860 -5.719  -0.0750
50 H 0.560 4.579 -5.751  0.0802
51 H -0.005 4.592 -7.431  0.0754
52 H -1.058 4.003 -6.148  0.0648
53 H 1.578 2.724 -7.057  0.1170
54 H -0.010 2.113 -7.483  0.1063
55 H -1.036 2.537 -4.483  0.1090
56 H -0.347 0.998 -4.001  0.0881
57 H -1.921 1.431 -6.599  0.0645
58 H -2.515 0.654 -5.133  0.0770
59 H -1.203 -0.088 -6.063  0.0809
60 C 5.897 1.539 1.465  -0.0764
61 C 5.775 0.376 2.436  -0.2848
62 O 4.657 -0.455 2.193  -0.1672
63 C 4.597 -1.069 0.919  -0.2845
64 C 5.762 -1.990 0.606  -0.0750
65 H 4.990 2.145 1.484  0.0739
66 H 6.745 2.168 1.739  0.0771
67 H 6.053 1.203 0.440  0.0666
68 H 5.633 0.764 3.446  0.1124
69 H 6.705 -0.206 2.455  0.1076
70 H 4.482 -0.310 0.137  0.1088
71 H 3.667 -1.643 0.930  0.1138
72 H 6.712 -1.454 0.577  0.0675
73 H 5.614 -2.458 -0.368  0.0714
74 H 5.845 -2.773 1.361  0.0820

Calculated values
LUMO level	-0.900	eV
HOMO energy	-0.3267	hartree
HOMO-LUMO gap	0.2937	Eh
SMILES	C#CCc1c(ON=O)c(B(O)O)c(CCCS)c2c1C(=O)N(/C(Br)=C(/C)Br)C2=O.CCOCC.CCOCC

---

The following is a DFT calculation (ωB97M-V with the def2-TZVPD basis set) of a 2-piece molecular cluster, CHFS2 overall in a non-equilibrium geometry.

Each line ends with the Löwdin charge.
Atoms and positions in Å:
1 C -0.128 -0.920 0.089  -1.0463
2 F -3.052 -0.104 -0.004  -0.5650
3 S 1.303 -1.787 -0.008  0.7036
4 S -1.213 -2.136 -0.027  0.9031
5 H -0.513 0.025 -0.082  0.0046

Calculated values
LUMO level (spin up / spin down)	-3.786 / -3.786	eV
HOMO energy (spin up / spin down)	-0.3694 / -0.3695	hartree
HOMO-LUMO gap (spin up / spin down)	0.2303 / 0.2304	Eh

---

Copy entry 1 word for word.
The following is a DFT calculation (ωB97M-V with the def2-TZVPD basis set) of C12H11IN5ReS as an isolated structure.

Each line ends with the Löwdin charge.
Atoms and positions in Å:
1 Re -0.404 -0.378 -0.700  1.1341
2 N -4.631 -0.231 -1.260  0.1595
3 C -3.356 0.058 -1.070  -0.7070
4 S -2.166 -1.111 -1.797  0.7233
5 N -2.972 1.124 -0.426  0.0459
6 N -1.605 1.198 -0.420  -0.2431
7 C -1.039 2.359 -0.384  0.0163
8 C 0.400 2.388 -0.679  -0.2210
9 C 1.116 3.562 -0.788  0.0565
10 C 2.431 3.501 -1.255  0.0479
11 C 2.978 2.277 -1.608  0.0177
12 C 2.205 1.135 -1.474  -0.0638
13 N 0.953 1.170 -0.996  -0.1024
14 H -4.926 -1.021 -1.815  0.1239
15 H -5.341 0.404 -0.915  0.1492
16 H -1.628 3.264 -0.266  0.1641
17 H 0.655 4.510 -0.548  0.1469
18 H 3.007 4.411 -1.363  0.1465
19 H 3.980 2.203 -2.004  0.1388
20 H 2.575 0.158 -1.763  0.1316
21 I 2.987 -1.943 4.037  1.5592
22 C 1.566 -2.403 2.674  -0.6550
23 C 0.967 -3.676 2.701  -0.0396
24 C -0.010 -3.940 1.766  0.0386
25 C -0.359 -2.951 0.858  -0.0331
26 N 0.224 -1.723 0.818  -0.1101
27 C 1.172 -1.448 1.713  -0.1404
28 H 1.258 -4.421 3.432  0.1366
29 H -0.514 -4.896 1.732  0.1526
30 H -1.136 -3.119 0.124  0.1076
31 H 1.614 -0.460 1.676  0.1185

Calculated values
LUMO level (spin up / spin down)	-11.352 / -14.372	eV
expectation value of S²	0.77
HOMO energy (spin up / spin down)	-0.6493 / -0.6490	hartree
HOMO-LUMO gap (spin up / spin down)	0.2321 / 0.1208	Eh
total charge	+3
2S+1	2